[1]
ORCA calculation (wB97M-V/def2-TZVPD) on a molecular structure, C20H40CrN10O2S2.

Values from the calculation:
**Multiplicity**: 4
**Total charge**: +3
**LUMO (alpha / beta)**: -0.3248 / -0.3247 hartree
**Frontier orbital gap (alpha / beta)**: 7.768 / 7.807 eV
**HOMO (alpha / beta)**: -16.61 / -16.64 eV

```
75
Properties=species:S:1:pos:R:3:forces:R:3:lowdin_charge:R:1
Cr 9.9185 12.4384 13.5465 0.33 0.07 -0.17 0.654
N 9.6972 12.2116 15.6205 -0.28 1.31 -0.03 -0.068
C 10.9110 12.7059 16.3601 -0.76 0.33 0.11 -0.206
C 12.2172 12.1578 15.8619 0.70 0.74 0.40 -0.176
C 12.8465 12.9187 14.7252 0.24 -0.99 -0.84 -0.186
N 12.0009 12.9090 13.4946 0.11 -0.14 -1.36 -0.044
H 8.9113 12.8343 15.8855 0.52 -0.28 -0.15 0.098
H 9.3986 11.3219 15.9819 0.12 -0.61 0.09 0.107
H 10.7761 12.4696 17.3989 -0.01 -0.22 0.55 0.130
H 10.8681 13.7979 16.2976 0.19 -0.18 -0.09 0.093
H 12.1897 11.1064 15.6792 -0.16 -0.92 -0.16 0.108
H 12.9265 12.2910 16.6753 0.08 -0.21 0.28 0.139
H 13.8532 12.5128 14.4864 -0.66 0.22 0.14 0.150
H 12.9799 13.9245 15.0250 0.18 1.11 0.29 0.103
H 12.4816 12.4069 12.7140 -0.61 0.29 0.79 0.102
H 11.9185 13.8539 13.0901 0.21 -0.38 0.39 0.086
N 9.6038 9.0409 5.5375 0.46 0.09 -0.02 0.254
C 9.6780 9.7537 6.6345 1.08 -0.49 0.01 -0.195
C 8.6943 10.6939 6.9975 0.05 0.84 0.29 0.018
C 8.8924 11.5730 8.0114 0.72 -1.13 0.99 0.053
C 10.0775 11.4199 8.8847 -0.09 0.14 0.57 -0.236
C 11.0615 10.5473 8.6330 -0.71 0.24 -0.84 -0.004
C 10.8683 9.5574 7.5338 -0.01 0.59 0.15 -0.046
S 10.3993 12.6432 10.1508 -0.60 0.59 0.76 0.657
O 11.7329 12.4608 10.6781 0.00 0.07 -0.94 -0.304
O 9.9341 13.8076 9.4650 0.49 0.65 -0.05 -0.267
N 9.5526 12.5359 11.5536 -0.27 -0.73 -0.16 -0.181
C 8.2023 12.4150 11.7165 -0.30 -0.06 -0.72 -0.511
N 7.3001 12.4651 10.7416 0.10 0.11 -0.59 0.157
C 6.0170 12.4223 11.0733 -0.75 0.07 0.17 -0.046
C 5.6223 12.2396 12.4098 -0.60 0.31 -0.19 -0.004
C 6.6112 12.1564 13.3366 0.95 0.21 -0.18 -0.072
N 7.9112 12.2518 13.0174 0.11 -0.23 -0.16 0.011
H 8.8194 9.0675 4.8985 -0.13 0.20 0.14 0.159
H 10.4155 8.5342 5.1876 -0.28 -0.06 0.29 0.162
H 7.8756 10.8465 6.3444 -0.83 -0.01 -0.51 0.127
H 8.1468 12.3195 8.2655 0.25 0.07 -0.14 0.119
H 11.9992 10.5327 9.1723 -0.14 -0.07 0.21 0.136
H 11.8020 9.3681 7.0146 0.04 -0.14 -0.29 0.153
H 5.2560 12.5795 10.2722 0.80 -0.31 0.63 0.148
H 4.6097 12.2454 12.8128 0.09 -0.10 -0.71 0.133
H 6.3854 12.0639 14.3604 -0.25 -0.19 1.15 0.122
C 11.5573 16.9824 14.7911 -0.04 -1.27 -0.44 -0.028
N 10.7041 17.0535 13.5769 0.10 0.61 0.37 -0.155
C 10.5909 18.4480 13.0833 0.75 0.27 -0.08 -0.012
C 9.9208 16.0777 13.1123 0.36 0.65 -1.04 -0.645
S 9.5097 14.7481 14.1143 -0.22 -0.41 1.08 0.826
N 9.4054 16.1467 11.8715 -0.27 0.08 -0.68 -0.153
C 8.0593 15.6311 11.5592 1.48 -1.25 -0.60 -0.037
C 9.9912 16.8904 10.7231 0.29 1.03 0.36 -0.021
H 12.5560 17.3721 14.5717 -0.31 0.16 -0.06 0.112
H 11.6670 15.9272 15.0726 -0.01 0.34 -0.05 0.037
H 11.1072 17.5009 15.6331 -0.09 0.21 -0.11 0.108
H 10.6988 19.1258 13.9555 -0.07 -0.45 -0.61 0.116
H 9.6344 18.6212 12.6103 -0.21 -0.05 0.10 0.089
H 11.3839 18.6696 12.3364 -0.42 -0.02 0.66 0.110
H 7.7370 14.9230 12.2888 -0.16 -0.33 0.53 0.036
H 8.0650 15.1494 10.5816 0.29 -0.09 0.06 0.085
H 7.3597 16.3968 11.4917 -1.15 1.72 0.11 0.087
H 11.0537 17.1094 10.9095 -0.46 -0.06 0.13 0.094
H 9.4465 17.8755 10.5967 0.60 -1.23 -0.24 0.122
H 10.0014 16.2734 9.8065 -0.55 0.20 0.61 0.089
N 10.1299 7.5444 10.9844 -1.87 0.87 -0.59 0.000
C 10.3824 8.1445 12.2867 0.98 -0.52 -0.35 -0.259
C 9.7778 9.5429 12.3663 0.91 -0.11 -1.00 -0.224
N 10.3629 10.3419 13.4688 -0.04 -0.22 0.22 -0.014
H 10.6944 6.7648 10.7435 0.69 -0.66 0.22 0.068
H 10.6617 8.6818 8.1426 -0.16 -0.85 0.01 0.152
H 9.1477 7.2304 10.8867 0.87 0.26 0.19 0.099
H 11.4893 8.2344 12.3737 -0.59 -0.01 0.08 0.131
H 10.0493 7.4804 13.0895 -0.05 0.29 0.30 0.123
H 8.7155 9.5037 12.4295 -0.94 0.00 0.55 0.115
H 9.9534 10.0743 11.4238 0.32 -0.27 0.22 0.089
H 11.3854 10.1993 13.4429 -0.54 0.15 -0.01 0.115
H 10.0641 9.8872 14.3346 0.18 0.14 -0.05 0.111
```
Positions in Å, forces in eV/Å.

[2]
ORCA calculation (wB97M-V/def2-TZVPD) on 9 unconnected molecules or ions with the total composition C20H40F7N3O22PS4.

Values from the calculation:
**Multiplicity**: 1
**Total charge**: -1
**LUMO**: 0.0579 hartree
**Frontier orbital gap**: 9.435 eV
**HOMO**: -7.86 eV

```
97
Properties=species:S:1:pos:R:3:forces:R:3:lowdin_charge:R:1
P 0.0049 0.0075 1.0653 0.05 -0.95 0.10 0.212
F -0.4115 1.4747 1.6155 -0.08 -0.16 -0.13 -0.185
F 1.0196 0.7037 -0.1061 -1.33 -0.71 1.10 -0.232
F 1.1938 0.0107 2.1214 0.50 -0.20 0.30 -0.167
F 0.4950 -1.5030 0.5545 -0.50 1.22 -0.14 -0.218
F -1.0097 -0.7886 2.1529 0.98 0.87 -0.24 -0.235
F -1.2729 0.0426 0.1045 0.36 -0.08 -1.03 -0.174
C 3.0281 3.0220 -10.1719 1.28 0.38 0.73 -0.011
C 2.5320 2.4592 -8.7944 -0.42 -3.12 -1.87 -0.517
O 2.5223 1.2314 -8.5341 0.40 2.71 -0.34 0.001
N 1.9906 3.4064 -8.0270 0.65 -0.63 0.15 -0.004
C 1.5913 3.1217 -6.6501 -0.82 1.08 -0.01 -0.055
H 2.3961 3.0140 -11.0599 -0.39 -0.48 0.46 0.077
H 4.0011 2.6088 -10.4380 -0.27 -0.82 0.00 0.074
H 3.3660 4.0514 -10.0526 -0.47 0.46 0.18 0.057
H 2.0946 4.2965 -8.4927 -0.44 0.36 1.16 0.126
H 0.8279 3.8679 -6.4297 0.04 -0.02 0.38 0.080
H 2.3884 3.2055 -5.9114 0.21 0.06 -0.25 0.085
H 1.1174 2.1498 -6.5123 0.24 -0.02 -0.58 0.089
C -1.1204 -5.0522 -9.6771 -0.38 1.10 -2.24 -0.018
C -0.9847 -5.1031 -8.1914 1.67 1.63 -2.07 -0.603
O -1.4774 -5.9710 -7.5647 -1.55 -2.37 2.06 0.087
N -0.1501 -4.1857 -7.6570 0.27 0.61 -0.04 -0.007
C 0.2217 -4.1379 -6.2838 0.57 0.38 1.05 -0.087
H -0.4730 -5.6863 -10.2828 0.02 -0.79 0.74 0.082
H -0.8696 -4.1164 -10.1765 0.16 0.68 0.66 0.067
H -2.1394 -5.1921 -10.0379 -0.09 -0.52 0.47 0.080
H 0.1932 -3.3520 -8.1122 -0.47 -0.54 -0.78 0.138
H -0.3999 -3.4415 -5.7211 -0.10 -0.02 0.15 0.087
H 1.2333 -3.7324 -6.3058 0.09 -0.03 0.51 0.085
H 0.2414 -5.0835 -5.7421 -0.18 -0.11 -0.49 0.090
C 6.0959 -1.8586 5.9902 -0.67 0.79 -0.54 -0.010
C 6.7744 -2.5415 4.7869 2.13 -0.72 0.54 -0.525
O 7.9515 -2.9289 4.8166 -1.24 0.67 0.06 0.003
N 5.9714 -2.7732 3.7230 -0.38 0.36 1.04 -0.006
C 6.2838 -3.5386 2.5264 -1.04 -0.24 0.15 -0.063
H 5.2249 -1.2909 5.6627 -0.63 -0.60 -0.22 0.067
H 6.5757 -1.0052 6.4691 1.17 -0.56 -0.12 0.076
H 5.8074 -2.5704 6.7636 0.07 -0.07 -0.18 0.081
H 5.0122 -2.5762 3.9704 -0.09 -0.11 -0.78 0.129
H 7.1003 -4.2538 2.6261 0.32 0.66 0.25 0.085
H 6.3607 -2.8663 1.6719 0.45 -0.18 -0.02 0.083
H 5.4155 -4.1727 2.3471 -0.13 0.04 -0.20 0.080
C -6.5672 1.2965 4.4147 -0.33 -1.56 -0.28 -0.090
C -7.5152 1.3813 5.6043 2.31 2.50 -2.60 -0.384
O -6.6166 1.7246 6.6158 -1.96 0.18 2.38 0.152
C -5.4615 2.2032 6.1772 2.04 -1.83 -1.10 -0.531
O -4.5271 2.5241 6.8448 -1.12 0.54 -0.47 0.183
O -5.4014 1.9305 4.8305 0.70 2.10 0.08 0.078
F -8.1137 0.2509 5.7671 -1.42 -2.32 1.29 0.140
H -7.1058 1.6370 3.5303 0.79 0.63 -0.20 0.138
H -6.2473 0.2694 4.2392 -0.50 -0.31 -0.07 0.145
H -8.2117 2.1815 5.3538 -0.50 0.07 0.98 0.169
C -6.0655 -4.8431 0.1825 1.21 0.88 0.74 -0.123
C -5.5268 -6.2061 -0.3759 -1.43 2.17 -0.62 -0.210
O -5.3243 -7.0038 0.7472 -1.27 -0.70 1.87 -0.188
S -6.4701 -6.6408 1.9597 -0.54 -0.65 0.51 0.743
O -5.9459 -6.8899 3.2935 -0.06 0.88 -2.64 -0.243
O -7.7643 -7.2787 1.7046 2.36 1.48 -0.51 -0.264
O -6.4665 -5.0343 1.6013 0.04 -1.73 -0.89 -0.212
H -6.8149 -4.2785 -0.3721 -0.63 -0.91 0.07 0.123
H -5.2483 -4.1218 0.1858 0.22 -0.13 0.58 0.121
H -4.6148 -6.0390 -0.9491 0.26 -0.19 0.57 0.134
H -6.2707 -6.5054 -1.1142 -0.14 -1.07 0.35 0.120
C -2.3562 9.0506 -0.6666 -0.71 0.61 -0.10 -0.250
C -1.6701 8.3945 0.4413 0.57 -0.96 2.10 -0.162
O -1.0987 9.4231 1.3634 -0.56 0.78 -1.90 -0.202
S -1.0198 10.8967 0.5366 -2.37 -1.52 0.96 0.768
O 0.3169 11.4291 0.6205 -1.57 -1.17 -1.03 -0.229
O -2.1267 11.7408 0.9669 1.72 -1.26 -0.74 -0.261
O -1.5508 10.1587 -0.9294 2.56 2.60 0.05 -0.211
H -3.3528 9.4592 -0.4997 -0.23 -0.48 0.47 0.134
H -2.3996 8.3088 -1.4641 0.20 0.54 -0.54 0.143
H -0.8625 7.7486 0.0967 0.31 0.43 -0.06 0.134
H -2.3624 7.7046 0.9238 0.08 0.41 0.81 0.136
C 8.4072 3.1582 -2.2228 -1.33 1.94 -1.56 -0.202
C 8.5206 4.3932 -3.1567 -0.34 -1.64 -2.22 -0.236
O 9.0964 5.3882 -2.4091 1.25 1.85 3.12 -0.208
S 9.9956 4.8438 -1.0836 -0.76 -0.19 -1.60 0.814
O 9.3614 5.2408 0.1774 1.16 -1.22 -2.85 -0.242
O 11.4033 5.1547 -1.3220 -2.80 -1.03 0.55 -0.246
O 9.6406 3.2325 -1.6139 2.39 1.06 3.09 -0.203
H 8.2538 2.1851 -2.6892 0.38 0.21 -0.11 0.141
H 7.5411 3.3924 -1.6039 0.16 -0.37 0.72 0.130
H 7.6184 4.7328 -3.6654 -0.48 0.17 0.85 0.130
H 9.1774 4.2600 -4.0164 0.38 -0.78 0.01 0.123
C -4.9689 -3.7375 8.9972 -0.57 -0.19 -0.92 -0.168
C -3.5903 -3.8695 8.2871 -0.23 0.57 0.14 -0.191
O -3.2189 -5.2069 8.4081 -0.16 -3.19 2.30 -0.218
S -3.7149 -5.8348 9.9021 -1.34 0.43 -0.82 0.795
O -2.7428 -5.3856 10.8911 -1.77 -1.00 -1.47 -0.254
O -4.2211 -7.2261 9.8416 1.79 3.76 -0.03 -0.257
O -5.0948 -4.8418 9.8936 1.83 -1.28 0.67 -0.222
H -5.7827 -3.8444 8.2800 0.09 -0.28 -0.25 0.121
H -5.2266 -2.8063 9.5018 0.84 0.02 0.30 0.126
H -2.8217 -3.2422 8.7385 -0.07 0.20 -0.08 0.127
H -3.5948 -3.8107 7.1987 -0.40 0.97 0.14 0.140
```
Positions in Å, forces in eV/Å.

[3]
ORCA calculation (wB97M-V/def2-TZVPD) on a molecular structure, C20H40N5O6PdS2Si.

Values from the calculation:
**Multiplicity**: 5
**Total charge**: +3
**LUMO (alpha / beta)**: -0.3514 / -0.4974 hartree
**Frontier orbital gap (alpha / beta)**: 8.129 / 4.152 eV
**HOMO (alpha / beta)**: -17.69 / -17.69 eV

```
75
Properties=species:S:1:pos:R:3:forces:R:3:lowdin_charge:R:1
Pd 1.4821 0.5473 0.6985 -0.34 -0.24 -0.55 0.895
N 1.5785 -0.1700 4.1221 -0.03 0.02 -0.33 0.057
N 2.9637 -0.0855 4.2551 0.04 0.13 -0.16 0.002
C 3.8007 -0.0222 3.2085 0.08 0.04 -0.27 -0.348
N 5.0906 -0.0987 3.4614 0.09 0.00 0.09 0.247
N 3.2671 0.1270 1.9600 0.19 -0.17 0.48 0.055
N 4.0553 -0.0951 0.8703 0.13 -0.13 -0.32 -0.382
O 5.2378 -0.2920 0.8670 -0.33 0.05 0.13 0.159
O 3.3722 -0.0772 -0.1956 0.16 0.06 0.55 -0.060
H 1.1640 0.3805 4.8584 -0.08 0.10 0.09 0.089
H 1.2891 -1.1349 4.2297 -0.06 -0.11 0.06 0.105
H 3.3686 -0.2325 5.1666 0.10 -0.07 0.09 0.169
H 5.4396 -0.2182 4.4005 -0.02 -0.04 0.00 0.152
H 5.7525 -0.0836 2.7030 0.12 0.02 -0.07 0.115
C 1.0934 0.7462 -3.6206 -0.12 -0.18 0.05 0.002
C 0.7287 1.5282 -2.3739 -0.01 -0.06 -0.09 -0.564
C 1.8845 2.3859 -1.9006 0.06 -0.11 -0.05 -0.024
C -0.5263 2.3581 -2.5546 -0.13 -0.08 0.12 0.000
O 0.4675 0.5227 -1.2749 0.19 0.17 -0.05 -0.293
Si -0.4337 -0.8689 -1.2964 -0.05 -0.09 -0.49 -0.083
S -0.1591 -1.2356 0.8743 0.23 -0.03 0.11 0.632
O 0.0948 -2.1407 -2.0648 0.17 0.02 0.08 -0.115
C 1.0160 -3.2821 -2.0476 0.08 -0.22 -0.10 -0.604
C 0.2644 -4.4575 -1.4498 -0.14 0.10 0.06 -0.011
C 2.2447 -2.9335 -1.2320 -0.07 0.19 0.10 -0.030
C 1.3879 -3.5440 -3.4967 -0.06 0.11 -0.05 -0.001
O -1.9322 -0.4796 -1.6258 -0.24 0.28 0.14 -0.130
C -3.0604 -1.0810 -2.3667 -0.15 -0.34 -0.05 -0.598
C -3.3509 -2.4497 -1.7714 0.17 0.06 0.12 -0.009
C -2.6697 -1.1886 -3.8303 0.17 0.13 -0.02 -0.008
C -4.2313 -0.1409 -2.1732 0.05 0.20 0.10 -0.018
H 1.3730 1.4311 -4.4210 -0.02 0.00 0.01 0.116
H 0.2491 0.1421 -3.9699 0.06 0.06 -0.02 0.092
H 1.9391 0.0858 -3.4203 -0.01 0.03 -0.04 0.098
H 1.9777 3.2559 -2.5506 0.01 -0.02 -0.02 0.115
H 2.8272 1.8428 -1.9365 0.05 -0.03 0.07 0.086
H 1.7037 2.7644 -0.8924 -0.04 0.08 0.11 0.071
H -0.4096 3.0044 -3.4247 0.00 0.01 0.04 0.115
H -0.6919 2.9919 -1.6783 0.02 -0.02 -0.06 0.074
H -1.3997 1.7241 -2.7066 0.03 0.04 -0.04 0.079
H -0.0786 -4.2250 -0.4354 0.06 -0.05 -0.04 0.084
H 0.9139 -5.3319 -1.4053 -0.02 0.02 0.01 0.108
H -0.6058 -4.7088 -2.0574 0.04 0.00 0.01 0.095
H 1.9663 -2.7213 -0.1878 0.05 -0.04 -0.06 0.056
H 2.7581 -2.0653 -1.6484 0.00 -0.03 0.02 0.082
H 2.9380 -3.7751 -1.2266 -0.03 0.03 0.01 0.111
H 0.4983 -3.7961 -4.0750 0.05 0.00 0.00 0.100
H 2.0881 -4.3782 -3.5550 -0.04 0.03 -0.01 0.108
H 1.8575 -2.6621 -3.9381 0.00 -0.08 0.01 0.092
H -2.4931 -3.1148 -1.9025 -0.09 0.01 0.00 0.075
H -4.2116 -2.8954 -2.2693 0.02 -0.01 0.02 0.109
H -3.5771 -2.3633 -0.7042 -0.01 -0.03 -0.09 0.096
H -1.7800 -1.8121 -3.9516 -0.09 0.01 -0.01 0.084
H -2.4735 -0.2008 -4.2583 -0.02 -0.07 0.04 0.095
H -3.4863 -1.6400 -4.3945 0.03 0.01 0.01 0.109
H -4.4950 -0.0638 -1.1148 -0.01 -0.03 -0.07 0.089
H -5.0991 -0.5128 -2.7180 0.02 0.00 0.03 0.107
H -3.9948 0.8565 -2.5519 -0.02 -0.06 0.00 0.089
C -2.1852 3.5941 1.1008 -0.25 0.11 0.27 -0.147
S -1.4863 2.0207 1.5903 0.49 -0.39 -0.54 1.001
O -0.0234 2.0733 1.2183 -0.48 0.41 0.56 -0.571
C -1.5508 2.1823 3.3538 -0.10 0.23 -0.11 -0.299
C -0.5869 3.0216 3.9946 0.01 -0.15 0.28 -0.007
C -0.7203 3.2411 5.3371 0.07 0.07 -0.08 0.006
C -1.7527 2.5933 6.0492 0.00 0.00 0.11 0.095
C -2.6815 1.7286 5.3981 -0.08 -0.08 -0.12 0.038
C -2.5686 1.5015 4.0517 -0.02 0.15 0.12 -0.015
H -1.6296 4.3963 1.5840 0.00 0.02 -0.08 0.086
H -3.2329 3.5926 1.4149 0.05 0.06 -0.07 0.094
H -2.1147 3.6489 0.0156 0.01 -0.11 0.01 0.068
H 0.1946 3.5108 3.4245 -0.07 -0.10 -0.09 0.137
H -0.0476 3.9210 5.8445 -0.06 -0.03 0.07 0.142
H -1.8378 2.7479 7.1206 -0.03 0.01 -0.07 0.149
H -3.4792 1.2562 5.9593 0.07 0.07 0.08 0.146
H -3.2713 0.8543 3.5367 0.11 0.05 -0.02 0.140
```
Positions in Å, forces in eV/Å.